No. 1
DFT (the ωB97M-V functional and the def2-TZVPD basis) results for a 9-piece molecular cluster, C18H54O15 overall.

As for the SMILES: OCCO.OCCO.OCCO.OCCO.OCCO.OCCO.CCO.CCO.CCO. The calculation puts the energy above the lowest of the compared OMol25 structures with the same formula, charge and spin at 52.3 kcal per mole. The total charge is 0. As for the lowest unoccupied orbital energy: 0.000 hartree.

Geometry as XYZ:
```
87
Properties=species:S:1:pos:R:3:forces:R:3:lowdin_charge:R:1
C -9.528030 4.473820 18.192360 0.2 -0.8 0.4 -0.067
C -8.195940 3.733280 17.894290 -0.1 2.1 -0.6 -0.339
O -8.000280 2.448160 18.380180 -1.2 -0.9 0.7 -0.066
H -9.539560 5.531030 17.927250 0.8 0.0 -0.3 0.063
H -9.661690 4.495220 19.273920 -0.5 -0.4 0.0 0.071
H -10.378910 4.086800 17.631730 -0.1 -0.5 0.4 0.065
H -7.446600 4.371940 18.361960 0.4 0.3 -0.3 0.104
H -8.073650 3.733890 16.811170 0.3 0.2 -0.1 0.081
H -7.058280 2.267240 18.341330 0.2 -0.2 -0.3 0.033
C -8.021860 9.478540 12.780900 -1.2 -0.8 0.1 -0.078
C -7.300190 9.008530 11.561170 -0.1 1.5 -0.1 -0.316
O -5.952810 8.699940 11.836390 0.2 -0.7 -0.3 -0.081
H -8.868310 9.992340 12.325250 -0.3 0.3 0.7 0.084
H -7.485520 10.125530 13.475040 0.1 0.2 -0.5 0.074
H -8.411780 8.634770 13.350210 0.0 0.1 0.2 0.079
H -7.345950 9.872530 10.898210 0.3 0.0 -0.6 0.109
H -7.803730 8.193420 11.041430 -0.1 -0.2 0.3 0.123
H -5.761900 8.066390 11.140850 0.9 -0.1 0.1 0.100
C -3.399380 12.375020 12.140400 -1.5 -0.6 0.2 -0.059
C -4.538980 11.989020 13.180190 1.6 0.2 -0.2 -0.247
O -4.647810 10.606410 13.519690 0.5 0.3 0.4 -0.123
H -3.552190 13.432490 11.924710 0.0 0.0 -0.3 0.067
H -3.484550 11.772840 11.235840 -0.2 0.2 -0.2 0.055
H -2.360940 12.267460 12.453730 -0.3 -0.2 0.7 0.070
H -5.547350 12.321150 12.933230 0.2 0.5 -0.5 0.112
H -4.198310 12.516010 14.071440 -0.5 -0.2 0.3 0.104
H -5.028370 10.104620 12.795140 -0.1 -0.3 -0.4 0.037
C -3.426900 3.516020 18.149450 -1.0 -0.3 1.2 -0.214
C -4.399520 2.414530 18.721650 2.5 -0.5 -1.4 -0.199
O -5.238060 1.944960 17.681330 -1.9 0.6 -0.2 -0.101
O -3.989140 4.823800 18.238800 0.7 -0.7 0.1 -0.072
H -3.160200 3.211210 17.137490 -0.3 0.2 -0.3 0.114
H -2.481370 3.498590 18.691450 -0.1 0.2 0.4 0.110
H -4.928680 2.689580 19.634020 -0.3 0.2 -0.4 0.126
H -3.792960 1.527950 18.906510 0.5 0.2 0.9 0.109
H -4.826570 1.277930 17.126940 0.3 0.1 0.3 0.097
H -4.632220 4.889770 17.529080 -0.2 -0.1 -0.5 0.022
C -3.226500 9.787270 16.879910 0.0 0.2 -1.2 -0.212
C -2.526220 10.234530 18.171130 -0.2 -1.4 -0.7 -0.218
O -3.374530 11.057760 18.894730 -0.5 1.2 0.7 -0.063
O -3.062800 10.819490 15.931940 0.8 1.4 -0.2 -0.081
H -4.308970 9.673020 16.937540 -0.1 -0.3 1.1 0.107
H -2.876090 8.879690 16.388380 0.5 -0.5 0.7 0.113
H -1.622710 10.820870 18.003860 0.3 -0.6 -0.6 0.127
H -2.297150 9.369780 18.793880 0.1 -0.1 0.0 0.121
H -3.117780 11.943130 18.626780 -0.6 0.3 0.2 0.108
H -3.649630 10.713890 15.179560 -0.2 -0.4 -0.1 0.025
C -5.877710 7.260730 15.006110 0.9 -0.2 1.2 -0.236
C -6.077170 6.289820 16.176090 -0.4 -0.1 -1.7 -0.205
O -5.495790 5.049280 15.769300 1.1 0.3 1.1 -0.084
O -6.478880 8.485960 15.377590 -0.4 -0.2 -0.4 -0.061
H -6.210980 6.720170 14.120200 -0.8 0.5 -0.4 0.111
H -4.816990 7.425660 14.817000 0.3 -0.1 0.2 0.103
H -7.156810 6.187190 16.285360 -0.1 -0.1 0.4 0.119
H -5.643140 6.674890 17.098830 0.1 -0.2 0.0 0.114
H -6.111300 4.468950 15.315470 -0.7 0.2 0.0 0.042
H -6.220600 9.153160 14.737480 0.1 0.2 0.0 0.039
C -8.908390 1.770090 14.242820 0.7 0.6 0.2 -0.231
C -7.539420 2.483950 14.139770 -0.4 -2.1 -0.6 -0.247
O -7.606450 3.829740 14.440250 0.5 1.0 0.9 -0.067
O -9.839820 2.269570 13.325050 -0.4 0.4 -0.8 -0.059
H -9.340830 2.021670 15.211220 0.2 -0.3 0.2 0.122
H -8.815290 0.692550 14.107460 0.3 -0.1 0.3 0.121
H -7.002960 2.292940 13.210340 -0.6 0.2 -0.9 0.118
H -6.844450 1.929370 14.770290 -0.1 0.6 1.0 0.119
H -8.158270 4.358860 13.859620 -0.2 -0.5 -0.3 0.116
H -9.607350 1.917150 12.462870 -0.1 0.1 -0.2 0.087
C -6.620500 9.454370 19.085710 0.8 -0.9 -0.5 -0.255
C -6.170800 8.200020 19.874450 -1.1 1.2 0.0 -0.243
O -6.555280 8.390900 21.210500 -0.3 0.2 1.2 -0.072
O -6.014240 10.631400 19.508840 -0.6 0.6 0.7 -0.058
H -7.704330 9.569830 19.093480 0.0 0.0 0.5 0.121
H -6.363690 9.301660 18.037460 0.0 -0.4 -0.3 0.087
H -5.087180 8.083960 19.894440 0.1 -0.3 -0.8 0.119
H -6.777470 7.359640 19.537080 0.6 -0.4 -0.8 0.108
H -6.317940 7.585540 21.675970 -0.1 0.1 0.2 0.080
H -5.107310 10.681010 19.198000 0.4 0.0 -0.1 0.028
C -2.620480 8.018090 13.044720 1.0 -0.3 -0.5 -0.222
C -2.236660 8.678090 11.706680 -0.5 0.3 -0.5 -0.220
O -1.976300 7.724170 10.663990 -0.1 -0.3 0.4 -0.073
O -1.534530 7.235380 13.535140 0.3 0.4 0.3 -0.065
H -3.447380 7.315810 12.939190 -0.5 0.3 -0.4 0.109
H -2.869710 8.759620 13.803750 0.1 0.0 -0.1 0.097
H -1.384250 9.357380 11.698300 0.2 -0.1 0.9 0.124
H -3.036180 9.319370 11.335700 -0.4 -0.2 0.1 0.091
H -1.024640 7.627160 10.583240 0.0 0.0 -0.1 0.079
H -1.188400 6.737930 12.790600 -0.1 -0.2 -0.1 0.069
```
Positions in Å, forces in eV/Å.

=====

No. 2
DFT (the ωB97M-V functional and the def2-TZVPD basis) results for a 9-piece molecular cluster, C18H54O18 overall.

As for the SMILES: OCCO.OCCO.OCCO.OCCO.OCCO.OCCO.OCCO.OCCO.OCCO. The calculation puts the energy above the lowest of the compared OMol25 structures with the same formula, charge and spin at 23.8 kcal per mole. The total charge is 0. As for the lowest unoccupied orbital energy: 0.016 hartree.

Geometry as XYZ:
```
90
Properties=species:S:1:pos:R:3:forces:R:3:lowdin_charge:R:1
C 3.743079 -2.262524 4.154300 0.3 0.0 1.4 -0.209
C 3.283455 -1.363975 3.048861 0.5 0.4 -1.0 -0.221
O 2.580000 -0.283487 3.623670 -0.8 0.1 0.0 -0.072
O 4.685973 -3.241955 3.712708 -0.6 -0.2 0.0 -0.089
H 2.877313 -2.710967 4.662083 -0.1 -0.3 -0.5 0.126
H 4.189922 -1.703909 4.991521 0.2 0.4 -0.6 0.117
H 2.692778 -1.920961 2.308934 -0.5 0.0 0.4 0.122
H 4.096751 -0.980600 2.417831 0.4 -0.1 0.5 0.120
H 2.978449 0.578878 3.411985 0.2 -0.4 0.1 0.048
H 4.666212 -3.917153 4.412287 0.4 0.0 -0.1 0.052
C 3.758812 1.870907 1.420952 1.1 -0.4 -0.8 -0.212
C 5.070300 1.425801 0.777675 0.3 1.0 -0.8 -0.219
O 5.869251 2.570885 0.412206 -0.4 0.2 0.5 -0.080
O 3.901001 1.993956 2.837988 -0.4 0.3 -0.4 -0.082
H 3.058300 1.092070 1.118300 -0.4 0.1 0.8 0.118
H 3.431143 2.803933 0.956674 0.0 0.0 0.1 0.126
H 4.818476 0.938918 -0.171298 0.1 -0.5 0.3 0.122
H 5.669019 0.823298 1.461139 -0.4 -0.5 -0.1 0.123
H 6.751335 2.270889 0.182070 0.0 -0.1 0.0 0.081
H 4.340254 2.842206 2.968881 0.1 -0.2 0.3 0.112
C 6.915342 -5.321020 -0.177787 0.5 -0.1 0.1 -0.242
C 5.781440 -4.659543 0.567091 -1.1 0.0 -0.1 -0.254
O 6.114810 -3.456248 1.227872 0.6 0.0 -0.2 -0.070
O 7.980443 -5.701052 0.686869 0.2 0.1 0.0 -0.065
H 7.346389 -4.679213 -0.947579 0.0 0.3 0.2 0.120
H 6.556015 -6.192247 -0.732915 -0.3 0.0 0.1 0.118
H 5.344499 -5.364635 1.285312 0.2 -0.1 0.0 0.115
H 4.970193 -4.444843 -0.143804 0.1 -0.1 -0.2 0.118
H 5.648779 -3.424964 2.070349 -0.3 -0.1 0.1 0.022
H 7.818145 -6.577428 1.043723 -0.1 0.0 0.0 0.082
C 5.076676 -0.705490 8.196998 0.8 0.7 1.0 -0.247
C 5.448008 -1.202048 9.595279 -1.1 -1.4 -0.4 -0.268
O 4.926567 -0.335355 10.579239 0.3 0.2 -0.1 -0.056
O 5.458057 -1.644992 7.223589 0.0 -0.2 -0.3 -0.070
H 5.665605 0.200008 8.036445 -0.2 0.1 -0.4 0.125
H 4.018333 -0.446393 8.176115 -0.1 0.0 -0.1 0.126
H 6.508344 -1.449029 9.687126 0.2 0.6 0.0 0.120
H 4.945354 -2.183421 9.661858 0.0 0.0 0.2 0.115
H 5.141781 -0.705876 11.439103 0.0 0.1 0.1 0.086
H 4.788641 -2.333581 7.148963 0.0 0.0 0.1 0.075
C -0.150734 -4.349192 2.067102 0.4 0.1 -1.0 -0.223
C 0.857971 -4.559285 3.165131 -0.5 -1.0 0.7 -0.233
O 0.720584 -5.866511 3.744305 -0.2 0.0 0.3 -0.082
O 0.124979 -5.314479 1.041762 0.1 -0.1 0.1 -0.072
H -0.051656 -3.342594 1.647237 0.1 0.1 0.2 0.101
H -1.185523 -4.457682 2.393905 0.1 -0.1 0.5 0.128
H 0.612159 -3.861982 3.964819 0.3 0.1 0.0 0.121
H 1.910505 -4.509502 2.880453 -0.1 0.8 -0.5 0.112
H 0.878670 -6.519948 3.054558 -0.1 0.1 -0.1 0.078
H -0.621750 -5.365414 0.441122 0.0 0.0 0.0 0.083
C 5.108314 -6.980588 4.680661 0.0 0.1 0.8 -0.226
C 4.076584 -6.186114 5.468375 -0.8 0.0 -0.6 -0.213
O 4.601058 -4.984621 6.053153 0.0 -0.5 0.1 -0.081
O 6.077105 -7.509849 5.581595 -0.2 0.0 0.0 -0.069
H 5.617934 -6.395603 3.909556 -0.2 0.2 -0.1 0.108
H 4.574588 -7.811702 4.217897 0.2 -0.1 -0.1 0.123
H 3.615848 -6.839469 6.215040 0.4 0.0 0.3 0.127
H 3.209378 -5.901669 4.861323 0.3 0.2 -0.3 0.106
H 5.177252 -5.288584 6.766649 0.1 0.3 -0.1 0.100
H 6.698381 -6.796820 5.789366 0.2 -0.1 -0.3 0.045
C 7.999770 -4.377291 4.301409 0.5 0.4 0.0 -0.211
C 7.618072 -3.032123 4.931952 -0.2 -0.5 -0.7 -0.233
O 7.617345 -2.060360 3.895149 0.5 0.3 0.3 -0.059
O 8.110628 -5.431759 5.267198 -0.6 0.0 -0.1 -0.075
H 8.974120 -4.291832 3.808699 -0.1 0.4 0.0 0.130
H 7.333705 -4.607012 3.468896 -0.4 -0.5 0.3 0.098
H 8.366230 -2.827766 5.699378 0.0 0.6 -0.1 0.124
H 6.625333 -3.013087 5.388783 0.2 -0.5 0.2 0.086
H 6.852100 -2.248763 3.340074 0.0 0.0 0.1 0.050
H 9.008393 -5.396203 5.602281 0.0 -0.1 0.1 0.093
C 1.603987 4.483139 3.571859 1.0 0.3 -1.0 -0.262
C 0.475384 5.429825 3.250166 -0.6 -0.2 0.8 -0.229
O 0.152498 6.135892 4.458027 0.0 -0.1 -0.2 -0.071
O 1.152031 3.229347 4.048532 0.1 0.4 0.4 -0.057
H 2.291037 5.013615 4.243720 -0.2 -0.2 0.4 0.127
H 2.222538 4.272284 2.684868 -0.3 0.3 -0.2 0.103
H -0.382207 4.814705 2.954255 0.0 0.1 -0.2 0.120
H 0.697766 6.173295 2.483206 0.3 -0.3 -0.2 0.118
H -0.676227 6.601374 4.311987 0.0 0.0 0.1 0.081
H 1.963391 2.789890 4.328968 -0.3 -0.3 0.1 0.074
C -0.408543 -0.477439 1.816052 1.0 -0.1 0.5 -0.256
C -0.423174 1.023784 1.723477 -0.9 1.2 -1.0 -0.230
O -0.360892 1.389617 0.328155 0.5 -0.5 -0.1 -0.083
O -0.242269 -0.859666 3.174676 -0.7 -0.3 0.0 -0.079
H 0.439064 -0.892529 1.255543 0.0 0.3 -0.3 0.110
H -1.307503 -0.920387 1.393407 -0.2 0.0 0.3 0.122
H 0.368138 1.509401 2.300632 0.2 -0.3 0.0 0.098
H -1.370982 1.450214 2.073818 0.1 -0.4 0.5 0.126
H -0.529659 2.325973 0.216161 0.0 0.1 0.2 0.072
H 0.613448 -0.519995 3.472850 0.2 0.0 0.0 0.047
```
Positions in Å, forces in eV/Å.

=====

Number 1: HOMO-LUMO gap 9.082 eV. Number 2: HOMO-LUMO gap 10.184 eV.